# C54H51CoF15GeN2O5PS2

A molecular structure, C54H51CoF15GeN2O5PS2 (ωB97M-V/def2-TZVPD, the Open Molecules 2025 dataset).

Summary:
Charge ... -1
Molecular weight ... 1319.632 g/mol
Multiplicity ... 2
HOMO-LUMO gap (spin up / spin down) ... 7.1 / 7.0 eV
HOMO energy (spin up / spin down) ... -5.01 / -4.98 eV
Relative energy (zero: lowest compared OMol25 entry of this formula, charge and spin) ... 1.186 eV
Expectation value of S² ... 0.757

Each line ends with the Löwdin charge.
Element x y z (Å)
Co -0.36150 -1.15519 0.71790  0.274
O -5.54698 -1.85057 -0.03735  0.038
C -5.51651 -0.90920 0.92130  -0.280
C -6.73195 -0.39520 1.37509  -0.028
C -6.75942 0.56941 2.36525  -0.100
C -5.57561 1.05896 2.91109  -0.098
C -4.36796 0.56091 2.45441  -0.030
C -4.31684 -0.42188 1.46904  -0.081
C -2.99269 -0.92579 1.02909  -0.429
O -1.94008 -0.33477 1.45405  -0.127
N -2.97743 -1.95808 0.21255  0.079
N -1.66465 -2.28093 -0.10946  -0.057
C -1.47262 -3.24478 -0.92003  -0.084
C -0.17730 -3.64401 -1.42382  -0.155
C -0.13658 -4.66856 -2.37635  -0.061
C 1.04951 -5.12947 -2.90577  -0.117
C 2.24584 -4.55739 -2.45653  -0.100
C 2.24036 -3.54981 -1.51955  -0.027
C 1.03144 -3.04079 -0.98025  -0.359
O 1.09745 -2.07510 -0.11969  -0.192
H -4.60524 -2.14252 -0.18012  0.058
H -7.64560 -0.77997 0.93892  0.110
H -7.71441 0.94106 2.71852  0.095
H -5.59704 1.82061 3.67980  0.093
H -3.42686 0.91888 2.85445  0.114
H -2.34846 -3.79438 -1.26329  0.135
H -1.07821 -5.10308 -2.70037  0.107
H 1.05677 -5.93013 -3.63405  0.086
H 3.19262 -4.91878 -2.84429  0.096
H 3.16454 -3.11329 -1.15832  0.109
O -0.15802 -4.68820 1.65842  -0.500
S 0.21569 -3.41753 2.35945  0.884
C -0.10464 -3.72095 4.12411  -0.303
C 1.13046 -4.45326 4.63141  -0.240
C 2.29835 -3.63901 4.07945  -0.230
C 2.02345 -3.47407 2.58571  -0.306
H -1.03106 -4.29102 4.16881  0.092
H -0.23304 -2.74808 4.60625  0.092
H 1.14534 -5.45976 4.20517  0.112
H 1.15184 -4.54218 5.71913  0.108
H 3.26093 -4.12038 4.25904  0.115
H 2.31816 -2.65776 4.55968  0.095
H 2.32417 -4.34384 2.00023  0.102
H 2.43953 -2.56472 2.15706  0.041
O -0.74574 -0.08176 -1.44945  -0.300
P -0.92706 0.65250 -2.73935  0.819
C -1.44183 2.40222 -2.49245  -0.318
C -0.76694 2.92937 -1.18770  -0.174
C -1.73473 3.75790 -0.35005  -0.190
C -2.91725 2.89590 0.10884  -0.166
C -3.46016 2.02124 -1.04504  -0.166
C -2.97266 2.56506 -2.39105  -0.194
C -2.22863 -0.10917 -3.76078  -0.345
C -2.34354 0.50469 -5.16193  -0.203
C -3.69618 0.12203 -5.78301  -0.188
C -4.12244 -1.29769 -5.36422  -0.198
C -2.89671 -2.16680 -5.08983  -0.188
C -2.12718 -1.64553 -3.86396  -0.169
C 0.56644 0.71559 -3.79196  -0.322
C 1.63438 1.68029 -3.23826  -0.183
C 2.41580 1.01523 -2.10467  -0.175
C 3.23085 -0.17903 -2.64755  -0.183
C 2.67436 -0.69890 -3.97622  -0.190
C 1.15108 -0.71913 -3.93693  -0.179
H -1.07735 2.96309 -3.35929  0.116
H 0.11548 3.52381 -1.43087  0.103
H -0.43425 2.08447 -0.57637  0.101
H -2.08205 4.62262 -0.92375  0.115
H -1.21269 4.14341 0.52248  0.071
H -3.70724 3.53826 0.50488  0.112
H -2.57661 2.24863 0.91960  0.083
H -4.54991 1.97490 -1.01403  0.114
H -3.09261 0.99696 -0.92884  0.091
H -3.21946 3.62763 -2.46225  0.114
H -3.47801 2.07713 -3.22434  0.086
H -3.14542 0.11429 -3.20661  0.112
H -1.53093 0.11522 -5.78203  0.110
H -2.23656 1.59254 -5.13765  0.104
H -3.62561 0.18532 -6.87205  0.105
H -4.46011 0.83948 -5.47153  0.105
H -4.74778 -1.74487 -6.13877  0.103
H -4.72371 -1.25368 -4.45144  0.114
H -2.24988 -2.17057 -5.97321  0.111
H -3.19632 -3.20192 -4.91546  0.108
H -1.09295 -1.97853 -3.91209  0.087
H -2.54920 -2.07369 -2.95657  0.099
H 0.22661 1.08697 -4.76391  0.109
H 1.17548 2.61025 -2.90536  0.079
H 2.32630 1.94397 -4.04308  0.115
H 1.71737 0.66808 -1.33789  0.094
H 3.07982 1.74470 -1.63047  0.108
H 3.19971 -0.98680 -1.91910  0.075
H 4.27768 0.10195 -2.78344  0.104
H 3.04263 -1.71120 -4.15639  0.108
H 3.01746 -0.07604 -4.80923  0.107
H 0.84994 -1.32170 -3.07458  0.095
H 0.75679 -1.19704 -4.83590  0.110
F 5.22740 2.87620 3.31708  0.094
C 5.23932 2.11270 2.22248  -0.221
C 4.13875 1.35166 1.85721  -0.109
C 4.37577 0.43498 0.82918  -0.247
F 3.41657 -0.40961 0.45474  0.062
C 5.58725 0.32255 0.16830  -0.141
F 5.77392 -0.58568 -0.79115  0.117
C 6.61745 1.17586 0.50615  -0.137
F 7.77586 1.12609 -0.15020  0.127
C 6.44883 2.05748 1.55151  -0.143
F 7.46800 2.83717 1.92869  0.115
Ge 2.21274 1.45433 2.43887  0.734
S 0.94395 -0.20953 2.35866  0.479
C 2.70317 1.09521 4.40155  -0.145
C 2.20369 1.76071 5.50657  -0.206
F 1.35907 2.80146 5.36892  0.086
C 2.50611 1.40821 6.81130  -0.145
F 1.97880 2.07728 7.84382  0.110
C 3.35563 0.34925 7.04920  -0.141
F 3.67396 0.00545 8.30034  0.117
C 3.86559 -0.36117 5.97963  -0.150
F 4.66958 -1.40746 6.20439  0.109
C 3.52720 0.01510 4.69355  -0.245
F 4.04210 -0.74381 3.70839  0.076
C 1.52209 3.33169 2.63465  -0.101
C 2.19609 4.54004 2.70682  -0.220
F 3.52438 4.59761 2.75000  0.104
C 1.55839 5.76806 2.73698  -0.142
F 2.26958 6.89518 2.84002  0.117
C 0.18623 5.83266 2.66691  -0.134
F -0.43470 7.01018 2.67658  0.131
C -0.53902 4.66247 2.58756  -0.170
F -1.87125 4.72109 2.54177  0.121
C 0.12698 3.44993 2.55931  -0.254
F -0.64373 2.36960 2.46918  0.067



# C54H51F4NO2

8 unconnected molecules or ions with the total composition C54H51F4NO2 (ωB97M-V/def2-TZVPD, the Open Molecules 2025 dataset).

Summary:
Molecular weight ... 821.999 g/mol
Multiplicity ... 1
HOMO-LUMO gap ... 7.1 eV
HOMO energy ... -9.18 eV

Each line ends with the Löwdin charge.
Element x y z (Å)
C 2.97920 -5.83396 7.22728  -0.130
C 2.89655 -4.24347 6.71568  -0.185
C 4.39469 -3.60759 6.52682  -0.194
F 5.09705 -3.76622 7.85369  -0.096
N 4.43552 -2.14496 6.15164  0.041
C 5.28564 -1.73387 4.96629  -0.202
O 6.57140 -1.98841 4.69531  0.007
C 4.30946 -0.80564 4.03078  0.001
C 4.50028 -0.14301 2.54212  0.039
C 3.26493 0.77410 1.88744  0.051
C 1.84304 0.95735 2.74832  -0.015
C 0.59266 1.83101 2.13296  -0.221
F -0.58538 1.61793 3.00461  -0.002
F 0.23783 1.35544 0.77172  0.009
F 1.01468 3.27656 2.15707  -0.004
C 1.64104 0.29086 4.26084  0.096
C 2.91129 -0.56069 4.85158  0.007
C 3.16901 -1.33162 6.27505  -0.219
O 2.31903 -1.11220 7.28013  0.004
H 3.46238 -5.77312 8.31711  0.091
H 3.59426 -6.51614 6.50220  0.080
H 1.86918 -6.22918 7.42108  0.089
H 2.28673 -4.16144 5.69397  0.132
H 2.24203 -3.70405 7.55469  0.126
H 5.00959 -4.29197 5.76793  0.185
H 5.50371 -0.27582 1.95523  0.105
H 3.35467 1.30288 0.82937  0.106
H 0.68180 0.41319 4.92001  0.118
C -4.29764 2.13012 2.67778  -0.091
C -5.66950 2.10771 2.42819  -0.091
C -6.45753 1.08269 2.95079  -0.096
C -5.87260 0.07661 3.72013  -0.099
C -4.49922 0.09391 3.96197  -0.096
C -3.71171 1.12098 3.44253  -0.093
H -3.68497 2.93259 2.27605  0.087
H -6.12507 2.89025 1.82655  0.100
H -7.52720 1.06742 2.75891  0.099
H -6.48666 -0.72068 4.12957  0.099
H -4.04218 -0.69332 4.55656  0.099
H -2.64185 1.13561 3.63304  0.075
C -2.33634 6.49645 1.27631  -0.096
C -3.02050 5.95183 2.36265  -0.099
C -4.39356 6.15574 2.49637  -0.097
C -5.08255 6.90864 1.54523  -0.094
C -4.39675 7.46109 0.46384  -0.098
C -3.02431 7.25406 0.32803  -0.097
H -1.26768 6.33176 1.16881  0.078
H -2.48327 5.36724 3.10530  0.102
H -4.92703 5.72827 3.34132  0.103
H -6.15272 7.06552 1.64774  0.100
H -4.93244 8.05289 -0.27438  0.100
H -2.49044 7.68267 -0.51600  0.100
C 1.74066 1.54791 -1.98070  -0.109
C 2.99542 1.83009 -2.51992  -0.101
C 3.54441 0.98960 -3.48788  -0.096
C 2.83997 -0.13664 -3.91402  -0.092
C 1.58925 -0.42396 -3.36806  -0.090
C 1.03854 0.41858 -2.40279  -0.087
H 1.31023 2.20668 -1.23139  0.086
H 3.54561 2.70629 -2.18608  0.100
H 4.52083 1.21172 -3.91036  0.100
H 3.26626 -0.79022 -4.67000  0.101
H 1.04267 -1.30490 -3.69569  0.083
H 0.06283 0.19582 -1.97913  0.097
C -4.88579 3.52842 -1.99243  -0.095
C -3.73745 3.16932 -1.28731  -0.094
C -3.32229 1.83827 -1.26053  -0.095
C -4.05849 0.86454 -1.93587  -0.095
C -5.21203 1.22217 -2.63330  -0.098
C -5.62517 2.55382 -2.66324  -0.098
H -5.20528 4.56667 -2.01867  0.098
H -3.16507 3.92761 -0.75886  0.093
H -2.42539 1.55932 -0.71373  0.089
H -3.73388 -0.17213 -1.91735  0.098
H -5.78925 0.46254 -3.15476  0.099
H -6.52282 2.83272 -3.20872  0.099
C 3.49960 8.74099 1.77441  -0.097
C 2.24377 8.81242 1.17224  -0.093
C 1.45181 7.66900 1.07141  -0.094
C 1.91777 6.45195 1.56929  -0.096
C 3.17750 6.37855 2.16313  -0.094
C 3.96797 7.52274 2.26737  -0.096
H 4.11364 9.63347 1.85885  0.100
H 1.88158 9.76023 0.78191  0.101
H 0.47171 7.72578 0.60511  0.085
H 1.29995 5.56151 1.49321  0.075
H 3.54334 5.42892 2.54589  0.099
H 4.94866 7.46586 2.73228  0.100
C 0.68524 -2.77134 -6.42248  -0.100
C 0.12075 -3.72155 -5.57204  -0.098
C 0.15603 -5.07309 -5.91389  -0.093
C 0.75251 -5.47458 -7.10941  -0.097
C 1.30878 -4.52345 -7.96431  -0.092
C 1.27686 -3.17222 -7.62072  -0.093
H 0.66354 -1.71899 -6.15264  0.093
H -0.34637 -3.40859 -4.64159  0.097
H -0.28098 -5.81369 -5.24923  0.096
H 0.78245 -6.52770 -7.37480  0.084
H 1.76842 -4.83552 -8.89892  0.102
H 1.71248 -2.43138 -8.28592  0.101
C -0.20453 -11.53084 -5.83453  -0.097
C 1.18044 -11.50251 -5.67372  -0.097
C 1.86060 -10.28521 -5.69161  -0.094
C 1.15578 -9.09530 -5.87483  -0.099
C -0.22812 -9.12437 -6.04494  -0.099
C -0.90881 -10.34136 -6.02330  -0.095
H -0.73500 -12.47894 -5.81382  0.100
H 1.73015 -12.42990 -5.53350  0.100
H 2.93958 -10.26325 -5.56284  0.101
H 1.68506 -8.14656 -5.88623  0.090
H -0.77693 -8.19764 -6.19369  0.090
H -1.98754 -10.36365 -6.15353  0.101



# C54H52N2O22

6 unconnected molecules or ions with the total composition C54H52N2O22 (ωB97M-V/def2-TZVPD, the Open Molecules 2025 dataset).

Summary:
Molecular weight ... 1081.002 g/mol
Multiplicity ... 1
HOMO-LUMO gap ... 6.5 eV
HOMO energy ... -8.25 eV

Each line ends with the Löwdin charge.
Element x y z (Å)
O -0.32353 -4.66950 3.99599  0.136
C 0.14224 -4.27964 2.97644  -0.395
N 0.79590 -5.10972 1.99781  0.165
C 1.38492 -4.21964 1.02547  -0.387
O 2.19198 -4.56453 0.23271  0.154
C 0.85698 -2.84645 1.27541  -0.087
C 0.99940 -1.68983 0.52745  0.054
C 0.38332 -0.51813 0.98520  -0.170
C 0.50071 0.71090 0.11413  -0.140
C -0.54496 1.80781 0.35719  -0.202
C -1.77867 1.52952 -0.48903  -0.191
C -2.99718 2.43978 -0.28328  -0.183
C -3.16266 3.05944 1.11375  -0.204
C -4.63812 3.31201 1.45954  -0.197
C -5.03287 2.93198 2.88930  -0.194
C -4.60276 1.51690 3.31901  -0.192
C -5.75596 0.49890 3.44189  -0.191
C -5.34740 -0.87526 2.89644  -0.208
C -6.54839 -1.70335 2.42661  -0.199
C -6.15823 -2.77601 1.43135  -0.147
N -5.80227 -2.22962 0.12469  -0.111
C -5.95194 -0.95424 -0.34563  -0.104
C -5.44476 -0.90769 -1.62701  -0.107
C -4.98440 -2.19987 -1.94572  -0.102
C -5.21983 -2.99662 -0.84485  -0.102
C -0.30290 -0.56333 2.20575  0.012
C -0.42966 -1.74107 2.95096  0.031
C 0.14818 -2.89967 2.45278  -0.104
H 0.06639 -5.64163 1.52008  0.145
H 1.56557 -1.73148 -0.39199  0.129
H 1.51450 1.10473 0.10830  0.108
H 0.31659 0.36455 -0.90372  0.115
H -0.11051 2.76581 0.07257  0.120
H -0.75377 1.88074 1.41612  0.060
H -1.46167 1.64866 -1.52579  0.110
H -2.06577 0.48291 -0.39995  0.114
H -3.03412 3.23637 -1.02187  0.110
H -3.88025 1.83183 -0.47126  0.087
H -2.69266 2.46729 1.88637  0.062
H -2.64848 4.01956 1.11195  0.113
H -4.83425 4.37805 1.35112  0.105
H -5.31329 2.81862 0.76212  0.102
H -6.11584 3.00639 2.97623  0.101
H -4.63133 3.66032 3.59177  0.104
H -4.08958 1.57716 4.27458  0.096
H -3.88975 1.10976 2.60787  0.085
H -5.98244 0.37056 4.49949  0.110
H -6.66561 0.85324 2.96227  0.101
H -4.67857 -0.75423 2.04671  0.098
H -4.83218 -1.42390 3.68021  0.115
H -7.01522 -2.19317 3.27947  0.116
H -7.31034 -1.05458 2.00070  0.101
H -5.28683 -3.30013 1.82163  0.125
H -6.95795 -3.50470 1.32510  0.123
H -6.39519 -0.16829 0.23205  0.107
H -5.42854 -0.04522 -2.26559  0.088
H -4.53147 -2.49526 -2.87330  0.087
H -5.00534 -4.04091 -0.73226  0.109
H -0.75043 0.31320 2.64976  0.083
H -0.96837 -1.76662 3.88724  0.121
O 4.36066 1.82173 0.18733  0.106
C 4.94818 1.70730 -0.87212  -0.307
C 5.54575 2.83244 -1.57999  0.086
C 6.15559 2.62303 -2.75021  -0.211
O 6.72725 3.59793 -3.46147  0.079
C 6.24593 1.25997 -3.37087  -0.302
O 6.80814 1.16334 -4.44694  0.110
C 5.66813 0.13586 -2.65964  0.085
C 5.05740 0.33694 -1.48342  -0.229
O 4.50471 -0.64569 -0.78247  0.116
H 5.47366 3.81201 -1.12727  0.138
H 7.08178 3.17659 -4.27065  0.133
H 5.75534 -0.84178 -3.11635  0.114
H 4.14041 -0.23695 0.02597  0.115
O 0.85842 3.44901 8.58966  0.114
C 0.44667 3.20816 7.47155  -0.312
C 0.90704 3.88286 6.27063  0.079
C 0.37854 3.55556 5.08408  -0.229
O 0.74573 4.12529 3.94308  0.123
C -0.68825 2.50367 4.95351  -0.295
O -1.12366 2.28252 3.83554  0.072
C -1.13583 1.81440 6.14547  0.077
C -0.60584 2.13854 7.33408  -0.233
O -0.95922 1.55621 8.46861  0.125
H 1.67246 4.63817 6.37724  0.138
H 0.20783 3.71067 3.24139  0.116
H -1.89270 1.05023 6.03536  0.133
H -0.42685 1.97962 9.17037  0.124
O 5.52912 5.34659 -5.64642  0.108
C 5.28788 6.52163 -5.44224  -0.308
C 4.75133 7.41850 -6.45117  0.073
C 4.53202 8.70431 -6.14719  -0.239
O 4.04433 9.58405 -7.01237  0.115
C 4.82809 9.26160 -4.78141  -0.319
O 4.61297 10.44661 -4.60107  0.103
C 5.34370 8.36383 -3.76731  0.072
C 5.56201 7.07263 -4.06399  -0.232
O 6.02991 6.20226 -3.18409  0.102
H 4.54494 7.01018 -7.43030  0.135
H 3.99220 10.43320 -6.53198  0.120
H 5.53847 8.77212 -2.78588  0.134
H 6.10317 5.31862 -3.62404  0.082
O 6.02242 -2.48008 -4.76052  0.096
C 5.98389 -2.39573 -5.97572  -0.300
C 5.60574 -1.18889 -6.68320  0.077
C 5.57049 -1.18634 -8.02211  -0.232
O 5.23615 -0.12296 -8.74066  0.121
C 5.91431 -2.41215 -8.82564  -0.313
O 5.84102 -2.33066 -10.03715  0.109
C 6.31540 -3.61543 -8.11549  0.076
C 6.35182 -3.61417 -6.77631  -0.235
O 6.70603 -4.67172 -6.05669  0.118
H 5.36282 -0.31883 -6.09055  0.122
H 5.29164 -0.39933 -9.67570  0.120
H 6.57431 -4.48511 -8.70232  0.136
H 6.63944 -4.40055 -5.12113  0.120
O -2.86266 -7.78417 5.60727  0.119
C -3.13529 -8.02126 4.44715  -0.305
C -2.58620 -7.29540 3.31275  0.083
C -2.96307 -7.62365 2.07283  -0.234
O -2.49887 -7.00462 0.98686  0.100
C -3.94798 -8.72480 1.80032  -0.317
O -4.24631 -8.94071 0.63987  0.106
C -4.48311 -9.46504 2.92945  0.074
C -4.10429 -9.14144 4.17373  -0.237
O -4.54666 -9.76960 5.25507  0.116
H -1.88132 -6.49862 3.50760  0.111
H -2.93147 -7.43676 0.22528  0.118
H -5.17971 -10.26526 2.72380  0.135
H -4.11642 -9.33311 6.01584  0.121